# 1
Molecular formula: C42H86F7IN6O7
Method: DFT, ωB97M-V/def2-TZVPD

Its spin multiplicity is 1. The gap between HOMO and LUMO is 7.72 eV. As for the maximum force: 0.0722 hartree/bohr. The LUMO energy comes out at -0.4 eV. Its SMILES is [H]/N=C/C[C@](F)(N=C(C)C)O[C@](CCOCC)(C[C@H](O)C(F)(F)F)[C@H](C[C@H](O)C(F)(F)F)O[C@@H](I)OCCNC[C@H](C)O.CCN(CC)CC.CCN(CC)CC.CCN(CC)CC. Its HOMO energy is -0.2997 Ha.

Positions of all 149 atoms, in Å:
C (-1.27030, -2.26183, 5.32172)
C (-2.87191, -2.19645, 5.44831)
O (-3.49117, -2.96190, 4.40886)
C (-3.85720, -2.11142, 3.26886)
C (-3.06108, -2.75701, 2.02866)
C (-3.39955, -2.01590, 0.62237)
C (-2.26832, -0.97100, 0.24850)
C (-1.97679, 0.21675, 1.25069)
O (-1.41552, -0.19779, 2.52635)
C (-3.09976, 1.32347, 1.39177)
F (-2.45474, 2.46285, 1.94995)
F (-4.12922, 1.03645, 2.25546)
F (-3.49051, 1.72083, 0.12187)
O (-4.72041, -1.55080, 0.78491)
C (-5.44370, -1.02155, -0.27376)
F (-5.93418, 0.29132, 0.17101)
C (-6.82688, -1.87085, -0.37699)
C (-8.08176, -0.88053, -0.30669)
N (-8.93713, -1.02678, 0.66033)
N (-4.80949, -0.79850, -1.54655)
C (-5.50443, -0.15437, -2.44279)
C (-6.43617, -0.88907, -3.53241)
C (-5.45646, 1.44015, -2.63401)
C (-3.18649, -3.23070, -0.45506)
C (-4.37967, -4.28792, -0.46589)
C (-4.90088, -4.69609, -1.91545)
O (-5.12461, -3.59769, -2.81363)
C (-6.19643, -5.64014, -1.82349)
F (-5.91846, -6.79051, -1.09146)
F (-6.51079, -6.05182, -3.12074)
F (-7.28975, -5.02613, -1.22690)
O (-1.99119, -3.89580, -0.04073)
C (-1.16467, -4.41524, -1.03630)
I (-1.54051, -6.55402, -1.51524)
O (-1.06772, -3.70346, -2.25450)
C (0.28128, -3.57615, -2.73820)
C (0.76628, -2.08508, -2.43959)
N (2.23528, -1.93880, -2.24943)
C (2.81092, -0.81694, -3.02936)
C (2.14314, 0.60497, -2.76266)
C (1.21192, 1.10794, -3.99863)
O (3.12774, 1.66748, -2.54971)
H (-0.80702, -2.10818, 6.35338)
H (-0.84652, -1.52306, 4.58252)
H (-1.00767, -3.33705, 5.04090)
H (-3.26976, -1.14719, 5.58419)
H (-3.10710, -2.74319, 6.42701)
H (-4.98649, -2.25610, 3.17485)
H (-3.56727, -1.04639, 3.48576)
H (-1.95963, -2.74232, 2.26648)
H (-3.42856, -3.83915, 2.02722)
H (-1.26171, -1.50099, 0.12514)
H (-2.43624, -0.48414, -0.77368)
H (-1.10137, 0.78355, 0.76977)
H (-0.80790, 0.52099, 2.78208)
H (-6.90395, -2.52491, 0.53938)
H (-6.86871, -2.52208, -1.29179)
H (-8.24176, -0.02641, -1.03594)
H (-9.68669, -0.31590, 0.57119)
H (-6.85750, -0.12475, -4.26999)
H (-7.32823, -1.39977, -3.06904)
H (-5.75766, -1.56903, -4.12683)
H (-4.68639, 1.64998, -3.43376)
H (-6.50466, 1.79196, -2.92074)
H (-5.18959, 1.91080, -1.64498)
H (-3.17235, -2.72561, -1.46349)
H (-3.94817, -5.25508, -0.02796)
H (-5.22368, -4.01814, 0.25599)
H (-4.11756, -5.35817, -2.42279)
H (-6.08255, -3.61602, -3.01093)
H (-0.11012, -4.44559, -0.59290)
H (0.99703, -4.38497, -2.40777)
H (0.21654, -3.66525, -3.87674)
H (0.45731, -1.46550, -3.34948)
H (0.22601, -1.67943, -1.53183)
H (2.37758, -1.66313, -1.26306)
H (3.92290, -0.69418, -2.79142)
H (2.72772, -1.06872, -4.13270)
H (1.51905, 0.56191, -1.81661)
H (0.21628, 1.48261, -3.59458)
H (1.74060, 1.88388, -4.63915)
H (0.95886, 0.23982, -4.69437)
H (2.64512, 2.45554, -2.22949)
C (0.23373, 5.62060, -3.72840)
C (1.75626, 5.69539, -3.76491)
N (2.31098, 5.64218, -5.11036)
C (3.75205, 5.40582, -5.13191)
C (4.65694, 6.47658, -4.52286)
C (1.82913, 6.65002, -6.04636)
C (2.00354, 8.12168, -5.66317)
H (-0.13192, 4.74346, -4.26690)
H (-0.10837, 5.54439, -2.69322)
H (-0.22939, 6.51198, -4.15865)
H (2.12408, 4.83249, -3.19886)
H (2.07975, 6.59447, -3.22444)
H (4.07004, 5.21986, -6.16328)
H (3.94453, 4.46199, -4.60801)
H (4.73168, 7.35511, -5.16371)
H (5.66939, 6.07798, -4.41200)
H (4.32235, 6.78834, -3.53196)
H (0.76183, 6.47274, -6.21867)
H (2.28785, 6.48442, -7.02642)
H (1.70942, 8.32206, -4.63122)
H (1.37461, 8.74283, -6.30659)
H (3.03101, 8.45608, -5.80499)
C (4.73229, -2.85751, 1.43309)
C (6.25517, -2.77886, 1.41142)
N (6.81769, -2.82968, 0.06865)
C (8.25908, -3.06089, 0.05424)
C (9.15724, -1.98724, 0.66833)
C (6.33676, -1.82346, -0.86880)
C (6.50404, -0.35137, -0.48299)
H (4.37398, -3.73455, 0.88977)
H (4.38050, -2.93536, 2.46476)
H (4.27252, -1.96554, 0.99862)
H (6.62557, -3.63913, 1.97845)
H (6.57315, -1.87930, 1.95476)
H (8.58292, -3.24526, -0.97565)
H (8.45215, -4.00408, 0.57858)
H (9.23210, -1.10819, 0.02822)
H (10.17062, -2.38233, 0.78413)
H (8.81655, -1.67714, 1.65764)
H (5.27030, -2.00446, -1.04595)
H (6.80021, -1.98494, -1.84749)
H (6.20486, -0.15346, 0.54814)
H (5.87525, 0.26881, -1.12843)
H (7.53086, -0.01290, -0.62021)
C (-0.61354, 1.15580, 7.22801)
C (0.90758, 1.25103, 7.21054)
N (1.47561, 1.16078, 5.87090)
C (2.91973, 0.94564, 5.86867)
C (3.80368, 2.04981, 6.44814)
C (0.98690, 2.12857, 4.89775)
C (1.13509, 3.61487, 5.23079)
H (-0.95845, 0.25680, 6.71319)
H (-0.97064, 1.10889, 8.25964)
H (-1.08125, 2.02666, 6.76133)
H (1.28547, 0.41495, 7.80809)
H (1.21326, 2.17191, 7.72406)
H (3.24922, 0.72969, 4.84645)
H (3.12154, 0.02331, 6.42560)
H (3.87086, 2.90722, 5.77844)
H (4.82101, 1.67043, 6.58043)
H (3.45622, 2.38973, 7.42512)
H (-0.07737, 1.92899, 4.72322)
H (1.45711, 1.93672, 3.92678)
H (0.82911, 3.84581, 6.25259)
H (0.50206, 4.20353, 4.56118)
H (2.15849, 3.96015, 5.08564)

=====

# 2
Molecular formula: C42H86O21S10
Method: DFT, ωB97M-V/def2-TZVPD

Its spin multiplicity is 1. The gap between HOMO and LUMO is 10.13 eV. As for the maximum force: 0.0984 hartree/bohr. The LUMO energy comes out at 0.2 eV. Its SMILES is O=S1(=O)CCCC1.O=S1(=O)CCCC1.O=S1(=O)CCCC1.O=S1(=O)CCCC1.O=S1(=O)CCCC1.O=S1(=O)CCCC1.O=S1(=O)CCCC1.O=S1(=O)CCCC1.O=S1(=O)CCCC1.O=S1(=O)CCCC1.CCO. Its HOMO energy is -0.3662 Ha.

Positions of all 159 atoms, in Å:
C (4.15737, 2.57670, 0.59471)
C (5.26570, 2.80653, 1.67526)
O (5.06887, 4.07252, 2.22273)
H (4.31148, 3.18179, -0.29517)
H (3.21905, 2.84192, 1.05590)
H (4.13749, 1.60324, 0.20200)
H (6.33803, 2.80449, 1.32820)
H (5.19269, 1.99040, 2.41816)
H (5.63774, 4.26031, 2.99268)
C (-4.42917, 2.58728, 1.75679)
C (-4.66383, 4.06210, 1.35705)
C (-5.43059, 3.99110, 0.00620)
S (-4.71224, 2.65990, -0.95818)
O (-3.65487, 3.20846, -1.78015)
O (-5.64887, 1.78937, -1.58628)
C (-3.95835, 1.88984, 0.47186)
H (-5.39987, 2.21236, 2.04242)
H (-3.67384, 2.48067, 2.54795)
H (-3.70680, 4.57913, 1.31935)
H (-5.18670, 4.69231, 2.11714)
H (-5.51016, 4.96885, -0.54587)
H (-6.53685, 3.72692, 0.21486)
H (-2.88765, 2.05075, 0.33124)
H (-4.20238, 0.85418, 0.38955)
C (-2.06101, -1.61500, 5.00705)
C (-3.08360, -1.84443, 3.92821)
C (-3.32692, -0.50879, 3.12394)
S (-2.25189, 0.71626, 3.95628)
O (-3.04048, 1.25665, 5.04126)
O (-1.59905, 1.58944, 3.02239)
C (-1.05690, -0.43066, 4.51838)
H (-1.45439, -2.49431, 5.20107)
H (-2.46719, -1.28031, 5.98897)
H (-3.95124, -2.33253, 4.41302)
H (-2.66998, -2.64515, 3.29013)
H (-4.36823, -0.16201, 3.17931)
H (-3.12040, -0.59668, 2.10962)
H (-0.53483, -0.22133, 5.38402)
H (-0.65499, -0.76966, 3.62115)
C (-0.87650, 5.09540, 4.31780)
C (0.23440, 4.04404, 4.65080)
C (1.28734, 4.31905, 3.62484)
S (1.53849, 6.07591, 3.73590)
O (1.86644, 6.59612, 2.41252)
O (2.39563, 6.29988, 4.87305)
C (-0.13453, 6.43760, 4.18910)
H (-1.66605, 5.15728, 5.12446)
H (-1.23473, 4.74681, 3.33411)
H (-0.10493, 3.01725, 4.58975)
H (0.61317, 4.05171, 5.67814)
H (1.04787, 4.11568, 2.56693)
H (2.26214, 3.78321, 3.75546)
H (-0.57302, 7.18062, 3.56740)
H (-0.09650, 7.00900, 5.08588)
C (-2.45987, 0.22061, -3.21409)
C (-2.42281, 1.44141, -4.05192)
C (-1.12431, 1.48977, -4.88517)
S (-0.99806, -0.17161, -5.48222)
O (0.33850, -0.68224, -5.31181)
O (-1.61835, -0.24498, -6.77516)
C (-2.03752, -0.91228, -4.20176)
H (-3.46645, 0.11040, -2.81773)
H (-1.72437, 0.29778, -2.36606)
H (-2.52336, 2.35957, -3.42747)
H (-3.23075, 1.51161, -4.76710)
H (-0.37893, 1.52546, -4.14552)
H (-1.05802, 2.32090, -5.60699)
H (-1.47629, -1.69073, -3.65869)
H (-2.84316, -1.35667, -4.79553)
C (1.09586, 5.86605, -2.20494)
C (-0.22213, 5.75048, -2.98073)
C (-1.24940, 5.32225, -1.96313)
S (-0.38595, 4.08780, -0.99037)
O (0.07418, 2.95521, -1.74943)
O (-1.07778, 3.75468, 0.25760)
C (0.99816, 5.14438, -0.84693)
H (1.45805, 6.89753, -2.05222)
H (1.93439, 5.40439, -2.77645)
H (-0.13696, 4.94442, -3.70755)
H (-0.39741, 6.69560, -3.47882)
H (-2.10615, 4.89985, -2.51409)
H (-1.69387, 6.19693, -1.37560)
H (1.84089, 4.53539, -0.52475)
H (0.67921, 5.87876, -0.10112)
C (0.04732, 0.17741, -0.01361)
C (1.41527, -0.00226, -0.65090)
C (1.18869, -1.00177, -1.81410)
S (0.22717, -2.26861, -0.97252)
O (1.13903, -3.22756, -0.39446)
O (-0.80807, -2.78474, -1.81671)
C (-0.40249, -1.20330, 0.33244)
H (-0.70686, 0.61643, -0.65589)
H (0.18632, 0.67188, 0.94293)
H (2.05657, -0.41091, 0.13212)
H (1.72770, 0.93958, -1.06459)
H (2.12227, -1.48094, -1.98376)
H (0.71027, -0.64710, -2.72023)
H (0.08251, -1.54832, 1.25421)
H (-1.47644, -1.27075, 0.36148)
C (5.61888, -1.54847, 1.76348)
C (5.76840, -2.28358, 3.09828)
C (4.38524, -2.26739, 3.77248)
S (3.21680, -1.42424, 2.67205)
O (3.12278, -0.01070, 2.96780)
O (1.93330, -2.15277, 2.74923)
C (4.24494, -1.74544, 1.21654)
H (6.29091, -2.02991, 1.01145)
H (5.83137, -0.49555, 1.85286)
H (6.43159, -1.65840, 3.72597)
H (6.20785, -3.27236, 3.02902)
H (4.38466, -1.59609, 4.63248)
H (4.10993, -3.26622, 4.00460)
H (4.08937, -1.00964, 0.43998)
H (4.01369, -2.75029, 0.83628)
C (3.62184, -1.28087, -5.09315)
C (5.00115, -0.68273, -5.52149)
C (5.67570, -0.26719, -4.22464)
S (5.14723, -1.45262, -2.94895)
O (4.40427, -0.64801, -1.95451)
O (6.24914, -2.25450, -2.48399)
C (3.97137, -2.22903, -4.02470)
H (3.17818, -1.79374, -6.00051)
H (2.96729, -0.46675, -4.74638)
H (4.80590, 0.08644, -6.22082)
H (5.64248, -1.43552, -5.99589)
H (5.23004, 0.68278, -3.97357)
H (6.74022, -0.22851, -4.38196)
H (3.19763, -2.70170, -3.41631)
H (4.58487, -3.05546, -4.42409)
C (-4.42835, -5.32717, -2.12512)
C (-4.99834, -5.57763, -0.66237)
C (-5.16783, -4.31473, 0.17383)
S (-4.52205, -2.99356, -0.91292)
O (-3.63627, -2.13403, -0.15219)
O (-5.61471, -2.47758, -1.69158)
C (-3.70846, -4.05875, -2.06292)
H (-5.26094, -5.20866, -2.82648)
H (-3.89370, -6.19362, -2.51792)
H (-4.33419, -6.33435, -0.15140)
H (-5.97400, -6.08472, -0.80745)
H (-4.57297, -4.41525, 1.11183)
H (-6.21787, -4.22443, 0.47777)
H (-2.71473, -4.25646, -1.61016)
H (-3.68705, -3.51652, -2.95529)
C (1.29052, -6.11668, 0.86357)
C (1.20372, -6.60159, -0.52617)
C (-0.20579, -6.44055, -1.18762)
S (-1.31015, -6.67390, 0.24902)
O (-1.93531, -7.95147, 0.14780)
O (-2.17853, -5.54786, 0.41584)
C (0.00629, -6.56629, 1.52626)
H (1.28430, -5.03193, 0.82954)
H (2.19394, -6.45126, 1.35247)
H (1.51538, -7.68050, -0.47398)
H (1.91567, -6.17304, -1.20028)
H (-0.40913, -7.04765, -2.04177)
H (-0.30920, -5.42728, -1.51405)
H (0.02642, -7.59273, 1.99883)
H (-0.36465, -5.93530, 2.32137)